[1]
117
Properties=species:S:1:pos:R:3:forces:R:3:lowdin_charge:R:1 method="wB97M-V/def2-TZVPD" lumo_energy_ev=-0.3 smiles="C[Si](C)(C)OCC[C@@]1(CC(=O)Cl)OS(=O)(=O)O[C@]1(CC(=O)F)P(O)(O)=S.COCCNCCOC.COCCNCCOC.COCCNCCOC" total_charge=0 orbital_gap_ev=8.1
C 1.37036 -0.73394 2.14198 -0.163 0.041 -0.274 -0.74
H 3.15804 3.11472 -4.88305 -0.010 0.002 -0.026 0.09
H -8.06392 2.29669 0.09542 0.006 0.027 0.009 0.09
H 7.85333 -2.07847 0.42564 0.193 -0.080 0.178 0.04
C -3.63075 0.10007 2.43164 -0.003 0.187 0.018 -0.20
C 0.72006 -4.39208 3.18662 0.296 -0.836 -0.244 -0.42
C -6.20421 0.47592 -0.30466 0.012 -0.148 -0.162 -0.22
H -1.72571 1.70470 -5.83131 -0.012 -0.021 -0.015 0.12
O -1.31179 -2.41253 1.05264 0.633 -0.620 -0.046 -0.20
C -0.96606 3.64277 -1.14072 -0.123 0.011 -0.020 -0.11
O 0.83843 -3.09485 5.71748 0.625 -0.238 -0.160 -0.18
H 6.13314 -4.56830 -1.11442 0.099 -0.013 0.121 0.04
H 7.60984 -5.30355 -0.45162 -0.211 0.050 -0.034 0.04
H 0.09921 -1.83647 3.40312 0.150 -0.090 -0.158 0.13
H -0.52075 -0.99218 -2.56521 -0.036 0.086 -0.019 0.12
C -2.01597 6.88161 -1.07102 0.175 -0.104 -0.064 -0.22
H 2.40516 1.56138 -5.29480 -0.021 -0.028 0.022 0.09
H 0.98371 8.34469 -1.48629 -0.008 0.054 0.000 0.12
H 3.42623 -3.63383 0.48915 -0.032 -0.025 0.143 0.13
C -2.40112 5.48628 -0.62020 -0.175 0.048 -0.033 -0.21
C -0.17937 6.16984 -4.06614 0.142 -0.061 -0.155 -0.10
H -3.10918 -1.50134 3.72007 -0.026 -0.021 0.015 0.12
H -4.27679 -1.99299 2.50709 -0.078 0.064 -0.041 0.11
H 3.38451 -3.94905 3.53295 -0.041 0.066 -0.152 0.12
C 0.90792 -5.90765 2.74004 0.253 -0.153 0.107 -0.04
H 0.17303 5.72191 -4.99450 0.049 0.034 0.003 0.08
H 1.76028 -2.83208 5.88175 -0.272 0.008 0.090 0.10
H -0.84821 2.88182 -1.91089 -0.061 -0.004 -0.005 0.06
O 2.12148 -6.05584 0.62547 -0.021 -0.171 0.630 0.20
O -0.73738 -4.72576 0.35481 0.345 0.792 0.454 -0.19
C 6.74639 -5.12229 2.78948 -0.529 -0.244 -0.277 -0.15
H 6.04141 -6.00734 -0.07795 0.001 0.208 -0.040 0.03
C -4.00383 -1.17291 3.18235 0.206 -0.097 0.035 -0.23
O 0.55808 -0.28333 1.41236 0.039 -0.030 0.389 0.07
H -1.31726 3.05580 -4.78557 -0.014 0.011 -0.021 0.11
C 2.23304 2.53939 -4.83822 0.053 0.197 0.039 -0.09
H -1.23621 3.15021 -0.20078 0.034 -0.007 0.000 0.09
H -0.12396 6.27365 -1.45656 -0.025 0.033 0.082 0.07
H -5.46066 0.90827 2.10719 -0.006 0.004 0.000 0.07
H -0.18125 3.12806 -6.93896 0.005 0.007 0.010 0.12
H -1.26800 6.26613 -4.11085 -0.013 -0.027 0.067 0.09
H 2.29791 0.41664 -1.14147 0.007 -0.011 -0.023 0.09
H -2.49061 7.61923 -0.41675 -0.019 -0.005 -0.004 0.12
H -0.03386 -6.23399 2.28418 0.230 0.245 0.023 0.15
C -0.22841 -0.11704 -4.52247 0.038 0.206 0.015 -0.21
N -0.57178 7.06980 -1.01900 -0.064 -0.028 -0.092 -0.05
H 6.21373 -4.72493 3.66179 0.309 -0.032 0.014 0.03
H -3.49096 5.42773 -0.54694 0.013 -0.010 0.020 0.12
H -1.98641 5.26614 0.36806 0.084 0.008 -0.030 0.12
Si 6.56576 -3.97984 1.30224 0.728 -0.135 -0.058 0.40
F 3.00964 -6.93786 2.45700 -0.082 0.245 -0.106 0.07
O -1.99089 4.51456 -1.57541 0.131 0.012 0.043 -0.20
S -0.74709 -5.56436 5.67052 0.176 0.264 -0.158 0.41
C -6.33801 -1.08882 3.71543 0.011 -0.004 0.132 -0.10
Cl 3.01048 -0.02436 2.13583 0.065 -0.026 0.096 0.72
O 1.44902 -0.37517 -2.81049 -0.082 0.144 0.066 -0.19
H 2.70535 -5.48627 4.64476 0.027 -0.145 0.215 0.06
O 5.17653 -3.06703 1.43736 -0.328 -0.368 0.016 -0.22
H 0.46308 -1.94424 -3.68641 0.036 0.001 0.075 0.12
O -5.00237 -0.99555 4.17090 -0.035 0.022 -0.068 -0.18
H 1.04630 -6.54581 3.61916 -0.139 0.152 -0.172 0.09
H 4.17817 -4.87681 1.51857 -0.174 0.040 -0.200 0.08
H -2.42280 7.01650 -2.08314 -0.090 0.036 0.048 0.11
H -6.73976 -0.11565 3.41827 -0.010 -0.025 -0.086 0.07
O 1.24143 3.27463 -5.53092 0.059 -0.068 0.075 -0.19
C 2.01734 -6.25741 1.78400 0.055 0.146 -0.501 -0.43
H 0.66486 1.62276 -6.63120 0.039 -0.046 0.077 0.11
H -7.23916 2.09172 1.65939 0.017 0.050 -0.040 0.08
H 8.92768 -3.39345 0.99404 -0.087 0.163 0.070 0.04
C 3.13017 -3.34439 2.65296 -0.214 -0.473 -0.694 -0.06
H 6.28553 -6.09019 2.53972 0.092 0.154 0.159 0.03
H 0.06209 1.61193 -3.52298 -0.020 -0.019 -0.036 0.06
C 1.31162 0.10488 -1.48267 0.129 -0.115 -0.272 -0.10
H 1.97818 2.40264 -3.78262 -0.001 -0.103 -0.027 0.07
O 0.44752 7.42998 -3.91894 -0.040 -0.005 -0.052 -0.17
H -5.27465 -1.14335 0.70309 0.015 -0.037 -0.100 0.11
H 0.94305 -0.68485 -0.83047 -0.067 0.007 0.060 0.06
H -3.35958 0.85039 3.17960 0.035 -0.016 0.001 0.12
H -6.01088 1.51647 -0.58136 0.020 0.024 0.069 0.12
S -0.50467 -3.58014 1.17727 -1.085 -0.389 -0.111 0.66
H -6.94240 -1.45887 4.54407 0.019 -0.011 0.002 0.09
H 8.14101 -2.29833 2.17841 0.121 -0.017 -0.239 0.04
H -0.00975 4.16126 -1.00818 0.019 0.008 0.073 0.08
C -7.89964 1.60873 0.93064 -0.027 -0.080 -0.013 -0.12
H -8.85638 1.40723 1.40982 0.006 -0.020 -0.002 0.09
O 2.17936 -5.21652 5.41234 0.079 0.559 -0.581 -0.18
H -6.43143 -1.78362 2.87638 -0.002 0.022 -0.035 0.09
H 7.79497 -5.32380 3.02674 -0.138 0.147 0.092 0.04
C -0.09040 8.28034 -1.67763 0.093 -0.082 0.079 -0.20
H -0.55260 9.14976 -1.19876 -0.043 -0.010 -0.003 0.12
C -5.01313 -0.11505 0.41654 -0.030 0.072 0.175 -0.21
O -0.59645 -4.02227 2.74891 0.369 0.344 -0.348 -0.20
H -1.34998 8.34082 -3.46715 -0.011 -0.063 0.036 0.11
H 0.09132 5.48958 -3.25410 -0.116 -0.066 -0.030 0.07
P 0.74894 -4.55383 5.06343 -1.167 -0.364 0.653 0.23
C 1.58162 -3.28440 2.52495 0.057 1.703 0.806 -0.34
H 0.07897 9.36410 -3.50214 0.012 -0.018 -0.013 0.12
N -0.65904 1.21384 -4.11392 0.139 -0.054 -0.037 -0.05
H 0.63164 0.96217 -1.42766 -0.059 -0.052 0.076 0.08
N -4.63399 0.70327 1.56084 -0.054 -0.106 -0.011 -0.05
H -4.16851 -0.16529 -0.27672 0.023 -0.021 0.011 0.12
H -1.06370 -0.63913 -4.99902 -0.022 0.045 -0.010 0.12
C 1.15774 -1.87013 3.13037 0.100 -0.126 0.113 -0.09
H 1.74129 -1.64225 4.02293 -0.040 -0.123 -0.183 0.11
C 8.02351 -2.81745 1.21917 -0.480 0.138 0.043 -0.16
C -0.29046 8.38470 -3.18604 0.012 0.195 0.037 -0.23
O 1.07236 -3.24653 1.16008 -0.159 -0.514 0.276 -0.14
C -0.92534 2.13126 -5.21860 -0.079 0.027 0.202 -0.19
C 0.24890 -0.92784 -3.34016 0.079 -0.168 -0.081 -0.21
H 0.59899 -0.07862 -5.24367 -0.016 -0.128 -0.064 0.11
C 6.56176 -5.05292 -0.23094 -0.013 -0.207 -0.051 -0.16
O -7.38505 0.37175 0.48318 0.023 0.119 0.085 -0.20
H 3.50830 -2.34508 2.86790 -0.149 -0.137 -0.052 0.07
H -6.37425 -0.09100 -1.22441 -0.014 0.022 -0.002 0.12
H -2.73237 -0.09987 1.83858 -0.012 -0.042 -0.014 0.11
C 3.95051 -3.80949 1.43118 0.385 0.187 0.310 -0.22
C 0.22881 2.50184 -6.14179 -0.123 0.050 -0.207 -0.23

=====

[2]
105
Properties=species:S:1:pos:R:3:forces:R:3:lowdin_charge:R:1 method="wB97M-V/def2-TZVPD" lumo_energy_ev=-2.8 e_above_lowest_ev=0.0000 total_charge=+1 orbital_gap_ev=8.0
H 0.13961 -5.48460 -3.53185 0.155 1.377 -0.532 0.11
H 1.70542 8.24021 1.91442 0.054 -0.009 -0.119 0.13
H -1.14499 -0.43527 2.17091 1.151 -0.523 0.274 0.08
H -5.24474 -0.61880 -3.91622 -0.118 1.035 0.886 0.12
C -0.20582 -2.47141 1.87697 -0.243 -0.493 0.210 -0.17
H 3.77021 -0.01912 0.17614 0.233 1.089 -0.908 0.09
S 4.09290 2.43494 -0.37866 4.903 2.841 0.204 0.73
H 0.09685 7.65723 1.47240 0.038 0.026 -0.013 0.12
H -3.53984 0.62156 -5.29754 0.682 0.639 1.282 0.12
H -7.21454 -2.66805 1.31377 1.116 0.146 -0.928 0.10
H -1.30001 2.21530 -5.29116 -0.366 -1.048 1.145 0.12
H -5.73720 1.17860 -3.91460 0.529 -1.393 0.674 0.12
H -3.19498 -0.02038 -2.53285 -0.395 1.006 -0.617 0.07
H 2.87610 -4.45232 -4.83673 -0.150 1.315 1.024 0.11
O 4.80745 2.61526 0.92363 -2.401 -1.140 -2.526 -0.38
H 0.24296 2.20149 2.33303 1.358 -0.618 0.403 0.06
H 2.03437 2.39294 1.98997 -0.913 -1.018 0.995 0.02
C -0.55027 -0.83044 -3.52079 -0.227 -1.929 -1.298 -0.10
C 0.95927 0.48286 -0.22614 -2.094 1.813 0.093 -0.38
C 1.75246 -0.49053 -2.36995 3.292 1.302 1.515 -0.17
H 1.46708 1.60142 3.60235 -0.089 -0.020 -1.431 0.06
C -6.38201 -2.59179 0.54314 -0.647 -0.277 0.409 -0.11
N 0.28156 -0.25275 -2.41168 -0.171 0.973 -0.305 -0.09
C 1.35502 8.01603 -0.22360 0.304 0.305 0.224 -0.20
H 0.54245 1.54612 -0.15179 0.548 -1.201 0.023 0.11
H -0.61218 -1.27067 -0.57023 1.234 0.704 -0.964 0.12
H 1.03287 9.05878 -0.31913 -0.005 -0.082 0.011 0.13
H 2.73927 -4.24665 6.93035 -0.101 0.040 -0.080 0.13
H -6.06488 1.20110 -1.33359 0.181 -1.204 -0.868 0.12
P 1.31025 0.02767 1.58021 0.630 -0.551 1.195 0.94
H -0.37732 -3.14682 2.78638 0.353 1.023 -1.229 0.07
H 0.03441 -0.95710 3.47744 -0.021 0.373 -1.665 0.08
C -0.74724 0.12958 -4.76993 -0.894 0.207 -0.109 -0.15
H 2.03580 1.68334 -1.68192 0.046 -1.349 -0.208 0.12
H 4.37211 0.30461 -1.59833 -0.714 0.760 1.407 0.13
C 3.06192 6.75610 -1.28127 0.099 0.202 -0.040 -0.11
H -5.39605 -2.39876 1.07264 -1.079 -0.401 -0.594 0.09
C 3.68719 0.63917 -0.74198 -1.348 -0.612 -0.649 -0.20
C 1.91993 -3.69731 7.40826 -0.275 0.130 0.318 -0.20
H 3.71488 -3.37002 -3.64076 -1.406 -0.173 -0.377 0.10
H 0.52087 -4.36888 -4.95117 -0.224 0.070 1.508 0.10
N 1.66430 -4.04454 -3.14702 0.450 3.554 0.603 -0.15
H -5.09797 -1.80539 -1.71100 -0.658 0.756 0.938 0.13
C -3.74781 0.84662 -3.01639 -0.913 -0.767 -1.003 -0.21
H -1.22500 0.32821 -1.04933 1.478 -0.507 0.251 0.14
C 2.70662 -3.58254 -4.10704 0.082 -0.959 -1.401 -0.09
O 0.56403 -3.43500 -1.21070 2.203 1.402 -2.316 0.02
H -1.53558 -3.40152 5.46331 -0.120 -0.012 0.066 0.08
O 4.85127 3.04988 -1.53719 -2.713 -2.192 2.281 -0.39
H -3.74912 1.71198 -2.26565 -0.016 -1.102 -1.177 0.13
O 0.47859 -3.83914 5.43267 -0.067 0.072 0.319 -0.21
C 0.38260 -4.41064 -3.82144 -0.707 -1.322 0.166 -0.07
H -4.75395 -0.59204 -0.32160 -0.963 -0.905 -0.707 0.12
C 1.13425 -5.91207 7.72648 0.037 0.000 0.100 -0.11
H 1.74009 -2.28779 5.80687 0.013 -0.011 0.035 0.12
H 0.25594 -6.41798 8.12790 0.059 0.061 0.073 0.09
H 3.56129 6.80202 1.43868 -0.082 0.016 -0.059 0.09
C -0.25735 -0.28056 -0.98998 -0.406 0.731 0.959 -0.06
C 1.08041 -2.95265 6.37453 0.270 -0.251 -0.237 -0.20
C 1.16129 7.58314 1.22794 -0.234 -0.282 -0.264 -0.19
H 2.77369 6.81446 -2.33439 0.001 -0.073 -0.072 0.09
C -0.14183 -0.94226 2.34330 -0.739 -0.344 0.036 -0.41
H 0.24713 0.77458 -2.59226 -0.050 -0.689 -0.047 0.16
H 0.21944 0.40482 -5.30595 -0.951 -0.548 1.007 0.12
H 2.89547 3.17614 -0.30589 0.442 -1.116 -0.061 0.08
H 2.88936 6.25371 2.99334 0.127 -0.008 0.010 0.09
H 0.31730 -2.33104 6.85572 0.019 -0.101 0.088 0.13
C 2.32279 -1.83220 -1.72788 0.598 -1.076 -0.601 -0.03
H 4.14172 6.62277 -1.21421 -0.039 0.069 -0.036 0.10
C 1.47051 -3.13752 -2.03661 -2.060 -2.004 1.586 -0.37
O -6.71461 -1.46901 -0.30764 1.672 -0.768 0.073 -0.23
O 1.13391 -4.57362 8.20845 0.027 0.032 -0.426 -0.19
H -0.50491 -3.77617 -3.46799 1.421 -0.853 -0.543 0.09
H 0.73818 7.41386 -0.90130 0.021 -0.048 0.102 0.12
H 2.57663 5.88742 -0.82677 -0.025 0.063 0.054 0.07
H -1.07336 -2.70437 1.16719 1.260 0.536 0.833 0.07
H 1.09376 -5.96047 6.63539 0.004 0.065 0.049 0.08
O 2.72264 7.96858 -0.62219 -0.277 -0.414 0.110 -0.19
C 1.26520 1.70459 2.49418 -0.789 0.689 -1.134 -0.28
H -0.01134 -1.76728 -3.89324 -0.674 1.261 0.620 0.11
H 2.31368 -0.15576 -3.31184 -1.426 -1.001 0.845 0.18
C -5.55925 -1.01171 -1.02804 -0.324 1.758 -0.699 -0.25
C 2.87515 6.09763 1.91053 -0.115 -0.120 0.216 -0.10
C -6.06827 0.23266 -1.93052 -0.381 -1.446 -0.566 -0.17
H -1.10833 -5.11620 5.26982 0.054 0.067 -0.028 0.09
H 2.31391 -2.71586 -4.73616 0.740 -0.799 0.745 0.09
H 0.75587 -2.81135 1.38037 -1.178 0.429 0.587 0.06
H -0.97447 -4.35046 6.86182 0.098 0.027 -0.001 0.09
H -1.52357 -1.20506 -3.06010 1.238 0.777 -0.722 0.14
O 1.53971 6.22305 1.43632 0.191 0.244 -0.200 -0.21
C -3.15947 1.28244 -4.44489 0.188 0.940 0.638 -0.21
C -1.57519 1.46326 -4.47293 -0.033 0.123 -0.422 -0.20
H 3.21708 5.08368 1.69669 -0.017 -0.011 0.051 0.07
H 2.36469 -2.96130 8.08729 -0.011 -0.031 -0.070 0.13
C -5.26099 0.33174 -3.30033 0.519 1.984 1.069 -0.21
H -3.60730 2.31977 -4.65420 0.598 -1.486 0.250 0.12
H -1.35942 -0.46640 -5.53718 0.950 0.702 1.135 0.13
H -6.37856 -3.58689 -0.02965 0.275 1.449 0.633 0.10
C 2.17981 0.63297 -1.27033 -0.876 0.098 -0.030 -0.30
H 2.03322 -6.42863 8.07239 0.019 -0.083 -0.023 0.09
C -0.85174 -4.19207 5.78973 -0.046 0.038 -0.240 -0.11
H 3.39872 -1.93943 -2.11254 -1.633 0.225 0.426 0.13
H 2.43179 -1.78350 -0.58644 -0.643 0.079 -1.644 0.13
H -1.25904 1.95154 -3.48837 -0.305 -0.540 -1.095 0.11
H -7.15478 0.00623 -2.20396 1.392 0.290 0.530 0.12